Entry from the OMol25 dataset: a 9-piece molecular cluster, C35H66BN2O31P2S overall in a non-equilibrium geometry (the ωB97M-V functional and the def2-TZVPD basis).

The geometry in XYZ format:
```
138
C35H66BN2O31P2S, DFT the ωB97M-V functional and the def2-TZVPD basis
C 1.61321 -0.37176 -1.88011
C 1.26785 1.07289 -1.26828
S -0.07302 1.07867 0.01527
C -1.63591 1.78731 -0.77489
O -2.72471 1.65879 0.17278
C -3.99355 1.75244 -0.44313
O -4.85983 2.46536 0.13509
C -4.45618 1.00026 -1.76388
C -5.27429 1.70892 -2.90459
C -5.64148 0.88070 -4.18987
C -6.47011 1.68377 -5.31282
C -7.17680 0.69399 -6.38217
O -7.75953 -0.36875 -6.01024
N -5.23982 -0.49225 -4.30887
C -4.50138 -1.22852 -3.28987
P -4.09633 -3.03141 -3.74530
P -2.65954 -2.78452 -5.40812
O -3.47773 -2.27929 -6.60280
O -1.77051 -4.19098 -5.72693
O -1.59274 -1.49576 -4.97823
C -4.08343 -0.51963 -1.98114
B -3.26073 -1.41037 -0.87523
N -4.09086 -2.07297 0.19911
O -1.82506 -1.53368 -0.87682
H 0.74407 -1.10961 -1.89278
H 2.47759 -0.82784 -1.25976
H 2.03895 -0.29445 -2.95394
H 1.00696 1.78806 -2.14005
H 2.22746 1.44797 -0.74779
H -1.77011 1.20768 -1.75003
H -1.36966 2.87288 -1.03935
H -5.57883 2.81507 -2.80224
H -5.83820 2.49145 -5.83335
H -7.34622 2.18390 -4.74853
H -7.13971 0.87966 -7.51426
H -5.48710 -0.97428 -5.19669
H -3.38070 -3.68936 -2.69292
H -1.13322 -4.30385 -4.97320
H -1.81116 -0.71744 -5.54866
H -3.66218 -3.00462 0.38784
H -4.98083 -2.29812 -0.29707
H -1.62295 -2.12046 -0.10356
C 5.71419 5.21516 -2.70922
O 4.63905 4.45079 -2.16304
C 3.97881 5.06119 -1.16443
O 4.21824 6.15522 -0.71911
O 3.00338 4.23318 -0.74918
C 2.20660 4.74730 0.31734
H 6.17233 4.62521 -3.50421
H 5.34402 6.14768 -3.14059
H 6.47102 5.41524 -1.94738
H 1.69048 5.65908 0.00829
H 2.81817 4.93121 1.20328
H 1.45713 3.99408 0.56666
C -4.33746 -0.56463 3.40994
O -4.35138 -0.84466 4.80794
C -4.54932 -2.13912 5.10956
O -4.70776 -3.03610 4.31673
O -4.53997 -2.26005 6.44731
C -4.74047 -3.59285 6.91675
H -4.17076 0.50637 3.28512
H -3.52278 -1.10029 2.91773
H -5.29791 -0.81960 2.95586
H -3.94167 -4.24956 6.56519
H -5.71650 -3.96932 6.60283
H -4.71367 -3.56998 8.00659
C 7.03901 -0.94306 -4.82566
O 5.96036 -0.33238 -4.11836
C 6.34453 0.45267 -3.09675
O 7.48458 0.66484 -2.75533
O 5.23904 0.95974 -2.52455
C 5.49471 1.82102 -1.41518
H 6.61229 -1.55057 -5.62442
H 7.68371 -0.18457 -5.27523
H 7.61337 -1.59578 -4.16453
H 6.07755 2.68743 -1.72784
H 6.00591 1.27886 -0.61593
H 4.53587 2.17167 -1.03436
C 8.26356 1.02717 1.64730
O 7.18543 1.63947 2.35471
C 7.57096 2.42302 3.37655
O 8.70822 2.63300 3.71853
O 6.46697 2.93183 3.95039
C 6.72744 3.79068 5.05955
H 7.83853 0.41982 0.84713
H 8.90969 1.78485 1.19808
H 8.83573 0.37350 2.30912
H 7.31268 4.65810 4.74635
H 7.23929 3.24665 5.85640
H 5.76831 4.14144 5.44208
C -5.45391 1.16573 7.24196
O -6.24457 2.34818 7.11853
C -5.81616 3.20053 6.17395
O -4.85664 3.04270 5.45736
O -6.64232 4.26065 6.16448
C -6.30524 5.25633 5.20102
H -5.89025 0.55233 8.03110
H -5.46867 0.59381 6.31294
H -4.42909 1.41508 7.52600
H -6.35460 4.84646 4.18951
H -5.31398 5.66828 5.40296
H -7.03666 6.06099 5.28333
C 8.94984 -2.09766 -1.46726
O 8.93525 -2.38507 -0.06973
C 8.71118 -3.67577 0.22422
O 8.52995 -4.56318 -0.57453
O 8.72212 -3.80656 1.56079
C 8.49439 -5.13789 2.02110
H 9.13688 -1.03027 -1.58771
H 9.75210 -2.64691 -1.96554
H 7.98251 -2.33120 -1.91847
H 9.27765 -5.80915 1.66216
H 7.50930 -5.49108 1.70774
H 8.52508 -5.12355 3.11097
C 1.00126 -4.77640 -0.71762
O 2.17808 -5.44244 -1.16529
C 3.30965 -4.73359 -0.99659
O 3.38765 -3.62872 -0.51631
O 4.33356 -5.46934 -1.45509
C 5.60854 -4.83576 -1.33797
H 0.15347 -5.43807 -0.90182
H 1.05618 -4.57544 0.35488
H 0.84567 -3.85017 -1.27706
H 5.84530 -4.63748 -0.29088
H 5.63453 -3.91258 -1.92186
H 6.35965 -5.51688 -1.73724
C -10.69081 -1.36627 0.10255
O -10.32194 -0.02009 0.39961
C -9.00427 0.22202 0.31609
O -8.15088 -0.58275 0.02040
O -8.79843 1.51423 0.61740
C -7.42939 1.91257 0.56802
H -11.77383 -1.44452 0.20152
H -10.41812 -1.62327 -0.92359
H -10.22829 -2.05783 0.81023
H -7.02814 1.78408 -0.43824
H -6.83870 1.35076 1.29450
H -7.37806 2.97034 0.82680
```

Charge = +1
Gap between HOMO and LUMO = 5.6833 eV
LUMO energy = -5.23 eV
HOMO level = -0.40118 Eh

Here are the Mulliken charges for atoms 1 to 8, given in e:
1. C -0.697
2. C -0.056
3. S -0.223
4. C -0.365
5. O -0.147
6. C -0.071
7. O -0.568
8. C 0.650